Entry from OMol25: a cluster of 11 separate species, C48H129N11O13 in total (ωB97M-V with the def2-TZVPD basis set).

Element x y z (Å)
C: -9.384 10.616 0.866
O: -8.077 10.920 0.849
C: -7.401 10.377 -0.262
C: -5.874 10.576 -0.464
N: -5.297 9.737 -1.537
C: -6.072 9.713 -2.771
C: -5.387 8.899 -3.876
O: -4.357 9.656 -4.303
C: -3.168 8.919 -4.164
H: -9.661 10.977 1.856
H: -9.547 9.538 0.844
H: -10.046 11.211 0.237
H: -7.928 10.589 -1.192
H: -7.554 9.298 -0.275
H: -5.244 10.394 0.407
H: -5.614 11.593 -0.755
H: -4.361 10.000 -1.812
H: -6.286 10.671 -3.244
H: -6.987 9.144 -2.603
H: -6.154 8.775 -4.641
H: -5.172 7.860 -3.625
H: -3.061 8.128 -4.906
H: -2.958 8.502 -3.179
H: -2.379 9.557 -4.564
C: -4.809 5.087 -1.580
O: -5.564 5.181 -0.305
C: -6.516 6.248 -0.422
C: -7.561 6.193 0.710
N: -8.481 5.034 0.308
C: -9.346 4.423 1.346
C: -8.633 3.695 2.432
O: -8.082 2.505 1.885
C: -7.790 1.443 2.860
H: -5.437 4.640 -2.350
H: -4.051 4.377 -1.246
H: -4.292 5.991 -1.901
H: -6.976 6.232 -1.409
H: -6.020 7.218 -0.444
H: -8.110 7.133 0.665
H: -7.073 5.975 1.660
H: -7.766 4.421 -0.057
H: -9.992 3.697 0.853
H: -10.057 5.136 1.764
H: -9.238 3.498 3.317
H: -7.761 4.273 2.739
H: -6.996 1.721 3.554
H: -7.449 0.523 2.386
H: -8.637 1.083 3.444
C: 0.319 7.796 -4.692
C: 0.577 6.426 -5.345
C: 1.785 6.313 -6.255
O: 1.732 5.006 -6.922
C: 2.971 4.532 -7.286
N: 0.586 5.349 -4.332
H: -0.108 8.418 -5.478
H: 1.288 8.190 -4.385
H: -0.247 7.799 -3.761
H: -0.324 6.236 -5.927
H: 2.667 6.434 -5.627
H: 1.893 7.224 -6.844
H: 3.546 4.259 -6.401
H: 3.545 5.196 -7.932
H: 2.725 3.561 -7.717
H: 1.546 5.235 -4.037
H: 0.131 5.760 -3.529
C: -12.202 14.014 4.125
C: -10.937 14.441 3.445
C: -10.222 13.202 2.837
O: -9.886 12.222 3.808
C: -8.575 12.405 4.337
N: -11.295 15.432 2.424
H: -12.860 13.504 3.421
H: -12.818 14.806 4.549
H: -11.969 13.326 4.938
H: -10.358 14.848 4.274
H: -9.362 13.493 2.234
H: -10.881 12.791 2.073
H: -7.703 12.227 3.708
H: -8.507 11.668 5.137
H: -8.321 13.363 4.791
H: -11.797 14.968 1.680
H: -12.046 15.959 2.847
C: -14.906 13.393 0.183
C: -13.402 13.157 0.260
C: -12.809 12.374 -0.850
O: -12.748 13.155 -2.035
C: -12.192 12.544 -3.200
N: -12.866 14.483 0.277
H: -15.304 14.068 0.940
H: -15.343 12.400 0.292
H: -15.288 13.812 -0.748
H: -13.107 12.807 1.250
H: -13.472 11.523 -1.009
H: -11.821 11.935 -0.706
H: -12.794 11.705 -3.550
H: -11.132 12.359 -3.024
H: -12.107 13.344 -3.936
H: -12.516 14.439 -0.669
H: -13.531 15.237 0.366
C: -4.513 10.133 -9.271
C: -3.676 10.664 -8.138
C: -4.181 11.842 -7.245
O: -3.662 13.086 -7.621
C: -3.707 13.661 -8.977
N: -3.299 9.575 -7.305
H: -5.277 10.868 -9.526
H: -4.932 9.199 -8.898
H: -3.935 10.030 -10.189
H: -2.822 11.001 -8.724
H: -3.808 11.735 -6.226
H: -5.263 11.752 -7.145
H: -4.553 13.340 -9.584
H: -2.761 13.317 -9.395
H: -3.436 14.716 -9.002
H: -4.080 9.340 -6.711
H: -2.635 9.920 -6.627
C: -0.265 5.205 1.320
C: -1.131 5.612 0.163
C: -2.353 6.507 0.554
O: -1.945 7.654 1.314
C: -2.891 8.564 1.873
N: -0.256 6.351 -0.743
H: -0.676 4.384 1.907
H: -0.113 5.971 2.080
H: 0.645 4.810 0.870
H: -1.539 4.691 -0.254
H: -2.996 6.048 1.306
H: -2.926 6.760 -0.338
H: -3.848 8.460 1.361
H: -2.694 9.622 1.699
H: -2.979 8.444 2.952
H: 0.699 6.066 -0.582
H: -0.258 7.354 -0.623
C: -12.511 6.865 -2.831
C: -11.097 6.551 -2.465
C: -10.026 7.617 -2.985
O: -9.940 7.681 -4.378
C: -9.414 6.317 -4.799
N: -11.078 6.508 -1.076
H: -12.818 7.899 -2.675
H: -13.201 6.186 -2.329
H: -12.710 6.689 -3.888
H: -10.899 5.507 -2.708
H: -9.102 7.464 -2.428
H: -10.398 8.569 -2.606
H: -8.826 6.334 -5.716
H: -10.263 5.656 -4.970
H: -8.757 5.892 -4.040
H: -11.648 5.706 -0.849
H: -10.203 6.442 -0.576
C: -5.337 5.433 -5.850
C: -4.009 4.952 -6.389
C: -3.698 5.487 -7.804
O: -4.856 5.138 -8.531
C: -5.264 5.824 -9.724
N: -3.074 5.475 -5.424
H: -6.116 5.139 -6.554
H: -5.364 6.510 -5.683
H: -5.494 5.076 -4.832
H: -4.074 3.866 -6.323
H: -2.784 5.025 -8.175
H: -3.547 6.551 -7.619
H: -5.322 6.909 -9.641
H: -6.172 5.391 -10.144
H: -4.421 5.514 -10.340
H: -2.327 4.797 -5.377
H: -2.626 6.224 -5.932
C: -10.304 8.657 4.491
C: -9.858 7.445 5.316
C: -10.933 6.610 6.062
O: -10.625 5.224 6.365
C: -10.002 5.095 7.649
N: -9.011 6.616 4.496
H: -11.300 8.464 4.095
H: -9.649 8.780 3.629
H: -10.293 9.594 5.048
H: -9.047 7.765 5.970
H: -11.724 6.442 5.330
H: -11.330 7.103 6.949
H: -9.585 4.089 7.700
H: -10.721 5.173 8.464
H: -9.237 5.860 7.784
H: -8.101 6.972 4.753
H: -9.027 5.701 4.924
C: -8.952 11.133 -4.311
C: -8.945 12.561 -4.827
C: -7.548 13.238 -4.534
O: -7.395 13.533 -3.127
C: -6.101 13.925 -2.770
N: -9.118 12.479 -6.264
H: -8.693 10.997 -3.261
H: -8.173 10.580 -4.835
H: -9.957 10.735 -4.455
H: -9.803 13.181 -4.568
H: -7.473 14.177 -5.081
H: -6.789 12.574 -4.950
H: -5.347 13.723 -3.531
H: -5.849 13.243 -1.959
H: -6.058 14.962 -2.437
H: -8.434 11.831 -6.627
H: -8.821 13.321 -6.736

The calculated total energy is -3486.09634 hartree. Its HOMO-LUMO gap is 8.821 eV. The calculation puts the LUMO energy at 0.5 eV. Its SMILES is COC[C@H](C)N.COC[C@H](C)N.COC[C@H](C)N.COC[C@H](C)N.COC[C@H](C)N.COC[C@H](C)N.COC[C@H](C)N.COC[C@H](C)N.COC[C@H](C)N.COCCNCCOC.COCCNCCOC.

Mulliken atomic charge list, values in e, 8 entries:
1. C -0.19
2. O -0.41
3. C 1.37
4. C -1.09
5. N 0.31
6. C 1.37
7. C -0.85
8. O -0.04

=====

Entry from OMol25: a cluster of 12 separate species, C48H132N12O12 in total (ωB97M-V with the def2-TZVPD basis set).

Element x y z (Å)
C: -20.990 10.225 -5.138
C: -22.442 9.812 -5.212
C: -22.870 9.186 -6.515
O: -22.780 10.116 -7.584
C: -21.781 9.815 -8.530
N: -22.652 8.813 -4.124
H: -20.701 11.009 -5.841
H: -20.450 9.324 -5.449
H: -20.712 10.539 -4.134
H: -23.132 10.666 -5.113
H: -23.884 8.775 -6.449
H: -22.276 8.285 -6.748
H: -20.894 9.415 -8.038
H: -21.635 10.686 -9.167
H: -22.129 9.029 -9.226
H: -23.645 8.920 -3.923
H: -22.117 9.141 -3.317
C: -22.621 10.025 0.905
C: -22.990 9.664 -0.526
C: -23.861 10.739 -1.162
O: -25.117 10.820 -0.516
C: -26.107 9.959 -1.052
N: -21.761 9.562 -1.381
H: -21.888 9.306 1.281
H: -23.468 9.978 1.588
H: -22.194 11.030 0.893
H: -23.526 8.715 -0.618
H: -23.949 10.601 -2.245
H: -23.452 11.742 -0.993
H: -25.874 8.923 -0.781
H: -26.157 10.024 -2.146
H: -27.062 10.280 -0.647
H: -21.140 10.268 -0.977
H: -21.271 8.709 -1.105
C: -18.157 11.677 -1.227
C: -17.830 12.069 0.203
C: -18.975 11.714 1.093
O: -18.682 12.090 2.414
C: -19.680 11.698 3.314
N: -16.626 11.347 0.625
H: -18.289 10.596 -1.340
H: -17.335 11.936 -1.899
H: -19.069 12.138 -1.615
H: -17.681 13.157 0.230
H: -19.186 10.631 1.081
H: -19.884 12.197 0.699
H: -19.854 10.612 3.258
H: -20.652 12.169 3.117
H: -19.356 11.959 4.319
H: -15.804 11.661 0.126
H: -16.474 11.533 1.610
C: -19.999 2.025 -9.227
C: -19.766 3.118 -8.182
C: -20.912 4.119 -8.150
O: -20.557 5.242 -7.370
C: -20.373 6.426 -8.120
N: -19.561 2.528 -6.867
H: -21.039 2.029 -9.568
H: -19.794 1.046 -8.799
H: -19.394 2.172 -10.120
H: -18.861 3.668 -8.456
H: -21.807 3.637 -7.735
H: -21.244 4.451 -9.146
H: -20.085 7.225 -7.443
H: -21.359 6.718 -8.518
H: -19.733 6.252 -8.989
H: -19.461 3.232 -6.145
H: -20.348 1.962 -6.569
C: -24.338 5.877 -2.257
C: -22.873 5.717 -1.860
C: -22.494 4.506 -1.040
O: -23.248 4.508 0.159
C: -22.565 3.940 1.235
N: -22.126 5.641 -3.144
H: -25.089 5.514 -1.545
H: -24.586 5.304 -3.156
H: -24.532 6.943 -2.381
H: -22.627 6.681 -1.390
H: -21.446 4.688 -0.773
H: -22.702 3.620 -1.641
H: -22.128 2.966 0.981
H: -23.231 3.824 2.089
H: -21.736 4.569 1.601
H: -21.148 5.794 -2.890
H: -22.343 6.481 -3.684
C: -26.610 10.451 -7.483
C: -27.562 10.035 -6.344
C: -26.939 10.116 -4.960
O: -25.852 9.231 -4.798
C: -26.230 7.868 -4.676
N: -28.777 10.864 -6.352
H: -27.238 10.645 -8.352
H: -25.755 9.799 -7.654
H: -26.203 11.446 -7.243
H: -27.895 9.023 -6.589
H: -27.738 9.834 -4.259
H: -26.619 11.134 -4.736
H: -26.686 7.517 -5.602
H: -26.846 7.683 -3.790
H: -25.265 7.389 -4.507
H: -29.310 10.717 -7.197
H: -28.519 11.841 -6.276
C: -18.235 8.763 -9.571
C: -17.705 9.091 -8.182
C: -16.183 9.212 -8.273
O: -15.577 9.843 -7.167
C: -15.618 9.059 -5.986
N: -18.324 10.321 -7.697
H: -19.329 8.792 -9.568
H: -17.944 7.778 -9.936
H: -17.927 9.502 -10.315
H: -18.021 8.320 -7.477
H: -15.847 9.761 -9.155
H: -15.710 8.219 -8.395
H: -15.205 9.662 -5.184
H: -15.055 8.130 -6.139
H: -16.629 8.732 -5.723
H: -17.806 10.668 -6.900
H: -18.461 11.055 -8.376
C: -16.829 15.437 -11.190
C: -16.439 14.194 -10.415
C: -17.633 13.340 -10.066
O: -18.380 13.932 -9.035
C: -19.749 13.629 -9.040
N: -15.513 13.383 -11.190
H: -17.335 16.194 -10.596
H: -17.537 15.143 -11.975
H: -15.975 15.876 -11.708
H: -16.011 14.528 -9.455
H: -17.290 12.327 -9.799
H: -18.254 13.211 -10.967
H: -19.900 12.557 -9.218
H: -20.225 14.191 -9.858
H: -20.279 13.914 -8.135
H: -15.196 12.563 -10.684
H: -14.663 13.897 -11.392
C: -27.852 2.707 -5.407
C: -26.965 3.789 -6.049
C: -25.628 3.172 -6.423
O: -24.828 4.036 -7.206
C: -24.145 4.988 -6.414
N: -27.593 4.254 -7.284
H: -28.441 2.190 -6.163
H: -28.520 3.127 -4.656
H: -27.210 1.971 -4.914
H: -26.873 4.551 -5.261
H: -25.827 2.261 -6.989
H: -25.084 2.903 -5.507
H: -24.686 5.230 -5.497
H: -23.952 5.898 -6.983
H: -23.163 4.596 -6.117
H: -28.425 4.800 -7.073
H: -26.989 4.926 -7.750
C: -18.846 7.603 -3.593
C: -18.609 6.102 -3.435
C: -17.233 5.662 -3.857
O: -16.842 6.145 -5.118
C: -17.599 5.608 -6.179
N: -19.012 5.663 -2.080
H: -19.861 7.885 -3.320
H: -18.749 7.833 -4.656
H: -18.096 8.155 -3.018
H: -19.343 5.645 -4.114
H: -17.088 4.569 -3.814
H: -16.464 6.003 -3.149
H: -17.118 5.890 -7.124
H: -18.561 6.113 -6.273
H: -17.664 4.518 -6.151
H: -18.283 5.946 -1.428
H: -18.992 4.645 -2.072
C: -26.760 15.195 -9.749
C: -25.276 15.481 -9.599
C: -24.460 14.360 -9.001
O: -24.559 14.356 -7.606
C: -23.549 13.550 -7.031
N: -24.690 15.849 -10.912
H: -27.262 16.159 -9.843
H: -27.099 14.645 -8.872
H: -26.997 14.633 -10.653
H: -25.178 16.360 -8.947
H: -23.426 14.452 -9.368
H: -24.853 13.423 -9.426
H: -23.831 13.148 -6.058
H: -22.652 14.163 -6.878
H: -23.342 12.688 -7.672
H: -25.233 16.539 -11.410
H: -23.744 16.159 -10.735
C: -26.868 11.565 -11.144
C: -25.371 11.557 -11.358
C: -24.873 10.284 -12.031
O: -25.470 9.150 -11.456
C: -24.577 8.071 -11.291
N: -24.891 12.729 -12.059
H: -27.187 10.631 -10.686
H: -27.357 11.638 -12.123
H: -27.266 12.361 -10.514
H: -24.935 11.437 -10.342
H: -23.782 10.271 -11.880
H: -25.020 10.309 -13.120
H: -24.171 7.734 -12.248
H: -25.127 7.279 -10.782
H: -23.771 8.344 -10.597
H: -23.914 12.671 -12.315
H: -25.017 13.557 -11.487

The calculated total energy is -3467.72695 hartree. Its HOMO-LUMO gap is 9.423 eV. The calculation puts the LUMO energy at 0.5 eV. Its SMILES is COC[C@H](C)N.COC[C@H](C)N.COC[C@H](C)N.COC[C@H](C)N.COC[C@H](C)N.COC[C@H](C)N.COC[C@H](C)N.COC[C@H](C)N.COC[C@H](C)N.COC[C@H](C)N.COC[C@H](C)N.COC[C@H](C)N.

Mulliken atomic charge list, values in e, 8 entries:
1. C -1.64
2. C 1.50
3. C 0.53
4. O 0.57
5. C 0.08
6. N 1.78
7. H 0.27
8. H -0.27